# C35H29AsClCuO4Te

A structure of composition C35H29AsClCuO4Te (the ωB97M-V functional and the def2-TZVPD basis, OMol25).

Strongest force on any atom in hartree/bohr: 0.0138
HOMO-LUMO gap (spin up / spin down) in eV: 4.94 / 6.30
Molar mass in g/mol: 815.134
Total charge: -1
Spin multiplicity: 2
Energy above the lowest of the compared OMol25 structures with the same formula, charge and spin in eV: 0.0000

Geometry (Å):
Cu -0.532 -0.487 0.336
Cl 1.901 6.819 -1.262
C 1.822 5.092 -0.988
C 2.995 4.353 -1.000
C 2.910 2.977 -0.784
C 1.701 2.344 -0.562
O 1.561 0.973 -0.380
C 0.481 3.107 -0.528
C -0.822 2.636 -0.293
O -1.236 1.438 -0.013
C 0.606 4.508 -0.763
H 3.949 4.828 -1.174
H 3.811 2.390 -0.794
H -1.597 3.413 -0.351
H -0.289 5.118 -0.752
C -3.942 1.333 -1.144
Te -3.456 0.664 0.816
C -5.582 0.140 0.777
C -6.214 1.125 -0.155
C -7.554 1.490 -0.088
C -8.082 2.411 -0.980
C -7.269 2.980 -1.949
C -5.928 2.632 -2.016
C -5.392 1.708 -1.127
H -3.722 0.483 -1.795
H -3.284 2.151 -1.422
H -6.031 0.145 1.769
H -5.627 -0.876 0.377
H -8.187 1.048 0.673
H -9.127 2.690 -0.915
H -7.675 3.706 -2.642
H -5.286 3.089 -2.760
C -2.543 -1.145 0.382
H -2.624 -1.757 1.285
H -3.165 -1.585 -0.405
O 3.742 0.332 -0.478
C 2.576 0.026 -0.408
O 0.983 -1.561 1.050
As 1.715 -1.948 -0.426
C 0.856 -3.788 -0.515
C 0.457 -4.433 -1.682
C -0.044 -5.731 -1.654
C -0.147 -6.411 -0.451
C 0.255 -5.784 0.721
C 0.748 -4.489 0.686
C 3.507 -2.698 -0.308
C 3.973 -3.621 -1.236
C 5.238 -4.175 -1.095
C 6.029 -3.826 -0.009
C 5.557 -2.918 0.929
C 4.302 -2.348 0.773
C 1.263 -1.496 -2.280
C 2.280 -1.187 -3.175
C 1.971 -0.792 -4.469
C 0.645 -0.673 -4.863
C -0.372 -0.961 -3.963
C -0.063 -1.382 -2.677
H 0.537 -3.929 -2.637
H -0.353 -6.208 -2.577
H -0.537 -7.422 -0.425
H 0.178 -6.307 1.668
H 1.040 -3.990 1.603
H 3.343 -3.917 -2.068
H 5.601 -4.886 -1.826
H 7.013 -4.264 0.109
H 6.172 -2.645 1.777
H 3.934 -1.624 1.490
H 3.315 -1.234 -2.855
H 2.768 -0.558 -5.165
H 0.405 -0.347 -5.868
H -1.408 -0.857 -4.262
H -0.857 -1.619 -1.974